No. 1
80
Properties=species:S:1:pos:R:3:forces:R:3:lowdin_charge:R:1 method="wB97M-V/def2-TZVPD" homo_ev=-12.23 charge=+1 orbital_gap_ha=0.361 largest_force_ev_per_a=16.1 de_lowest_kcal_mol=87.6
N -0.221 2.071 1.988 7.307 -2.224 13.064 0.4469
H -0.952 2.221 2.429 -10.815 1.349 3.550 0.0408
H 0.194 2.901 2.350 2.471 0.411 -0.055 0.1784
H -0.197 2.008 1.166 -0.035 -1.191 -16.045 -0.0363
H 0.024 1.146 2.463 1.188 1.450 -1.034 0.1895
C -1.781 -2.680 -2.080 0.702 3.881 0.116 -0.1713
C -1.684 -1.714 -3.335 4.156 -1.582 3.653 -0.1141
C -1.174 -0.384 -2.679 -0.787 -0.163 -4.375 -0.2371
S -0.061 -0.774 -1.522 2.504 0.087 4.723 0.6322
O -0.320 -0.135 -0.197 0.040 -0.682 -2.389 -0.3340
O 1.237 -0.650 -2.096 1.687 0.470 -0.269 -0.3033
C -0.407 -2.470 -1.425 -0.452 -3.378 -0.623 -0.2359
H -2.152 -3.643 -2.265 -0.008 -1.419 -0.238 0.1078
H -2.407 -2.165 -1.344 -0.804 -0.368 -0.215 0.0960
H -2.580 -1.675 -3.729 -4.362 0.797 -2.405 0.0526
H -0.970 -2.239 -4.003 -0.228 1.003 0.051 0.1389
H -1.809 0.046 -2.006 -3.192 1.340 0.908 0.0592
H -0.820 0.376 -3.411 0.002 -0.543 0.736 0.1394
H -0.482 -3.017 -0.453 1.016 1.014 -0.515 0.1105
H 0.346 -2.859 -2.154 -0.208 -0.240 1.065 0.1241
C -6.035 0.256 -1.052 -0.675 1.968 3.418 -0.1843
C -5.490 -1.069 -0.545 0.445 1.524 -5.225 -0.2094
C -4.811 -0.817 0.671 4.355 -0.406 -0.700 -0.2447
S -4.618 0.895 0.959 -0.509 -1.347 3.338 0.6710
O -3.205 1.108 1.185 0.223 0.918 0.218 -0.3382
O -5.626 1.230 1.952 1.011 0.509 -0.698 -0.2841
C -5.083 1.367 -0.586 -4.447 2.978 -0.395 -0.2340
H -7.001 0.491 -0.587 0.138 -0.254 0.774 0.1314
H -6.405 0.241 -1.995 0.113 0.137 -3.503 0.0879
H -4.844 -1.410 -1.362 0.334 -0.196 0.208 0.1190
H -6.366 -1.585 -0.708 -1.638 -2.456 1.135 0.1080
H -3.864 -1.363 0.843 0.002 0.574 -0.658 0.1263
H -5.335 -1.207 1.376 -3.609 -1.791 5.146 0.0562
H -4.221 1.294 -1.076 3.607 0.309 -2.571 0.0443
H -5.500 2.475 -0.519 0.866 -2.392 -0.404 0.1814
C 2.762 3.069 -4.038 -3.733 -7.309 2.984 -0.1446
C 1.372 3.601 -4.020 2.766 2.771 -3.394 -0.2546
C 1.260 4.625 -2.988 -1.410 0.036 0.914 -0.1905
S 2.231 3.853 -1.668 -0.576 3.885 3.283 0.6680
O 1.283 3.266 -0.779 -1.405 -1.534 1.194 -0.3389
O 3.124 4.808 -0.988 -0.483 -1.206 -1.727 -0.3175
C 3.045 2.650 -2.548 -6.100 -1.028 -3.865 -0.1993
H 3.428 3.585 -4.441 5.624 5.398 -2.931 0.0375
H 2.863 2.125 -4.660 -0.529 0.781 0.724 0.1552
H 0.721 2.876 -3.935 -3.407 -3.975 1.100 0.0602
H 1.159 3.944 -5.030 -0.098 0.636 -0.117 0.1412
H 0.167 4.920 -2.843 1.665 -0.514 0.800 0.1536
H 1.823 5.479 -3.190 0.811 1.613 -0.701 0.0868
H 2.436 1.711 -2.403 0.744 0.836 0.136 0.1196
H 3.943 2.542 -2.225 5.961 -0.593 1.755 0.0245
C 0.028 -2.305 2.625 0.434 0.468 1.240 -0.2437
C 0.788 -2.300 4.027 -0.821 0.814 1.132 -0.1823
C 0.798 -3.794 4.584 -2.700 3.859 4.112 -0.2115
S -0.830 -4.324 4.149 -2.265 -1.385 -1.223 0.6239
O -1.904 -3.885 5.015 1.043 0.456 0.009 -0.3127
O -0.802 -5.721 3.797 0.404 -0.185 0.361 -0.3325
C -1.005 -3.420 2.582 0.516 -1.219 -2.373 -0.2363
H 0.799 -2.397 1.889 0.293 -0.275 -0.722 0.0807
H -0.501 -1.380 2.405 0.326 0.322 0.219 0.0853
H 0.239 -1.567 4.793 0.977 -1.923 -1.500 0.1508
H 1.810 -1.883 3.967 -0.494 -0.342 -0.214 0.0830
H 0.761 -3.737 5.836 0.591 -0.615 -3.586 0.1903
H 1.356 -4.525 4.114 1.933 -1.132 -0.619 0.0640
H -2.028 -3.013 2.549 0.364 -0.401 0.083 0.0903
H -0.829 -4.145 1.585 -0.566 1.622 3.041 0.1584
C 4.181 0.108 -0.174 -1.588 0.338 1.256 -0.1971
C 5.212 1.205 0.334 -0.981 -1.045 -2.167 -0.1777
C 4.686 1.602 1.750 2.807 1.073 -0.728 -0.2142
S 3.612 0.312 2.319 -1.553 -0.466 -3.891 0.6466
O 2.257 0.804 2.104 -0.166 0.291 1.042 -0.3535
O 4.038 -0.357 3.468 0.603 -0.363 3.406 -0.2880
C 3.848 -0.894 0.997 3.960 4.610 0.685 -0.1726
H 4.240 -0.566 -0.993 1.273 0.200 -1.404 0.0986
H 3.301 0.752 -0.398 -0.052 -0.942 0.307 0.0873
H 5.188 2.086 -0.437 0.248 -1.542 1.749 0.1324
H 6.192 0.737 0.335 0.275 0.389 0.267 0.1035
H 4.211 2.589 1.549 -0.040 -0.805 1.127 0.1174
H 5.639 1.643 2.388 -1.817 0.289 -0.388 0.1367
H 3.031 -1.465 0.967 -3.382 -1.983 -0.556 0.0416
H 4.691 -1.479 1.377 0.151 0.010 -0.606 0.1150

=====

No. 2
80
Properties=species:S:1:pos:R:3:forces:R:3:lowdin_charge:R:1 method="wB97M-V/def2-TZVPD" homo_ev=-8.06 charge=-1 orbital_gap_ha=0.382 largest_force_ev_per_a=12.9 de_lowest_kcal_mol=0.0
B -0.549 0.247 0.154 -0.466 0.691 -1.930 -1.4344
F -0.269 -1.041 -0.177 0.229 -2.567 0.971 0.1574
F 0.450 0.858 0.798 2.633 0.806 1.293 0.1932
F -0.658 0.810 -1.131 -0.832 1.296 -0.518 0.1070
F -1.654 0.454 0.958 -1.360 -0.483 0.204 0.1418
C 2.579 -0.737 -1.657 -0.850 -0.143 -2.063 -0.0322
C 3.372 -1.208 -2.795 -0.897 0.243 1.374 -0.2609
N 4.055 -1.571 -3.628 0.799 -0.437 -1.140 0.1178
H 2.840 -1.223 -0.786 0.411 -1.849 1.729 0.0392
H 2.941 0.216 -1.420 -0.043 1.968 -0.052 0.0496
H 1.491 -0.788 -1.842 0.680 0.248 0.094 0.0894
C -2.067 -4.429 -0.209 1.829 -0.523 1.206 -0.0341
C -1.083 -5.456 0.378 -2.497 2.597 -0.759 -0.2518
N -0.311 -6.232 0.681 1.009 -1.117 0.520 0.1192
H -2.475 -4.969 -0.995 -0.933 -0.909 -1.768 0.0362
H -2.916 -4.064 0.392 1.049 -0.137 0.326 0.0660
H -1.447 -3.639 -0.655 -0.392 0.080 0.453 0.0778
C -0.475 3.139 -3.356 0.666 -1.324 0.702 -0.0610
C 0.112 2.217 -4.313 1.835 -4.279 -3.042 -0.2347
N 0.588 1.401 -5.052 -2.180 3.901 3.309 0.1252
H -0.305 4.089 -3.685 -0.026 2.791 -1.375 0.0465
H -1.504 3.001 -3.100 -0.535 -0.420 -0.154 0.0563
H 0.097 3.177 -2.447 0.281 -0.702 0.679 0.0674
C 0.659 0.299 3.783 -6.301 10.284 2.262 -0.0180
C 0.648 0.712 5.211 0.194 0.678 1.722 -0.2069
N 0.778 1.041 6.326 -0.427 -0.740 -2.401 0.1037
H -0.293 0.118 3.365 -1.406 -0.177 -0.003 0.0807
H 1.034 1.105 3.206 0.714 0.581 -0.519 0.0727
H 1.129 -0.449 3.744 7.119 -10.651 -1.035 -0.0537
C -2.006 -1.316 -3.761 0.286 0.171 1.537 -0.0995
C -1.082 -1.773 -4.919 -4.264 2.104 4.546 -0.3126
N -0.487 -2.206 -5.763 2.184 -1.418 -2.892 0.1102
H -1.262 -1.080 -2.829 -2.017 -0.647 -2.136 0.0943
H -2.621 -0.313 -3.936 1.576 -2.287 -0.102 0.0814
H -2.810 -2.179 -3.447 2.274 2.093 -0.932 0.1102
C 3.472 4.449 -0.851 -0.598 0.368 -0.344 -0.0958
C 2.879 3.049 -0.732 -2.092 3.741 -4.625 -0.3510
O 1.645 3.216 -0.110 0.529 0.827 0.357 -0.0482
H 4.307 4.311 -1.503 0.567 0.345 -0.942 0.0509
H 3.977 4.745 0.071 -0.779 0.605 0.225 0.0653
H 2.684 5.180 -1.331 1.745 -1.273 1.309 0.1201
H 3.557 2.421 -0.334 2.001 -2.537 1.859 0.0515
H 2.789 2.810 -1.883 -0.307 -0.407 1.964 0.1414
H 1.158 2.423 -0.169 -1.047 -1.640 0.187 0.0213
C 0.562 -3.467 2.634 2.345 -1.044 0.335 -0.0624
C 1.800 -3.340 1.660 -3.465 -4.331 0.007 -0.3655
O 2.153 -2.083 1.446 0.433 4.490 -1.023 -0.0849
H 0.940 -3.132 3.620 -0.486 0.399 -0.437 0.0733
H 0.301 -4.533 2.834 -0.205 0.838 -0.682 0.0702
H -0.195 -2.851 2.225 -1.335 0.389 0.034 0.0339
H 1.614 -3.912 0.705 -0.178 0.583 0.613 0.1195
H 2.500 -3.970 2.153 1.622 0.241 0.306 0.0996
H 1.465 -1.539 0.944 0.953 -1.417 0.886 0.1113
C -4.239 1.443 -1.825 0.264 -2.054 4.377 -0.0989
C -3.849 2.672 -1.011 1.073 2.251 -2.502 -0.3697
O -3.392 2.517 0.311 -1.994 1.156 -0.605 -0.0437
H -5.054 0.953 -1.025 1.739 0.599 -3.126 0.1202
H -3.326 0.745 -1.996 -1.524 0.951 0.807 0.0695
H -4.480 1.767 -2.797 -1.319 0.205 -1.082 0.0411
H -4.609 3.514 -1.150 0.077 -1.502 1.312 0.1258
H -3.140 3.208 -1.714 0.591 -0.498 1.051 0.0862
H -2.629 1.969 0.385 0.964 -0.890 -0.292 0.0316
C -4.653 -1.446 0.274 0.499 3.436 -0.763 -0.1394
C -4.315 -1.377 1.722 0.810 0.477 1.690 -0.2833
O -2.935 -1.981 1.812 -1.975 0.291 0.847 -0.1380
H -4.717 -2.428 -0.114 -0.308 -1.112 -0.180 0.0379
H -3.678 -0.974 -0.203 -2.462 -0.511 0.289 0.1057
H -5.651 -0.850 0.129 1.940 -1.048 -0.322 0.1013
H -5.032 -2.033 2.306 1.162 0.689 -0.266 0.1093
H -4.428 -0.242 2.161 0.710 -2.820 -1.085 0.1588
H -2.235 -1.319 1.782 -0.464 0.437 -0.151 0.0348
C 4.964 2.005 2.548 -1.992 1.112 -0.194 -0.0678
C 3.703 1.103 2.550 5.110 2.780 -7.257 -0.3139
O 4.161 -0.114 1.964 -3.225 -0.583 0.160 -0.0713
H 4.662 2.947 3.018 -0.267 0.483 -0.638 0.0712
H 5.215 2.157 1.481 0.733 -0.045 0.912 0.0801
H 5.672 1.736 3.296 1.256 -1.115 -0.280 0.0580
H 2.986 1.737 2.042 -0.865 -0.751 -0.361 0.1054
H 3.570 0.934 3.452 -2.427 -1.437 8.491 0.0229
H 3.317 -0.636 2.130 1.850 -0.396 -0.967 0.0722

=====

No. 3
73
Properties=species:S:1:pos:R:3:forces:R:3:lowdin_charge:R:1 method="wB97M-V/def2-TZVPD" homo_ev="-17.06 / -17.06" charge=+3 orbital_gap_ha="0.266 / 0.284" spin_multiplicity=3 largest_force_ev_per_a=3.3
Pr -0.699 -0.422 -1.158 1.063 0.822 2.978 0.1894
P 1.733 0.874 0.462 0.910 0.595 0.667 0.7616
P -2.106 1.869 -0.208 -0.620 0.942 0.053 0.7125
P 0.656 1.514 -2.714 0.566 0.574 -1.093 0.7037
H -0.274 -4.420 -0.332 0.316 0.041 -0.501 0.0666
C 0.627 -4.303 -0.956 -0.110 0.913 -0.126 -0.0631
C 1.660 -3.577 -0.493 -0.338 0.756 -0.346 -0.0659
H 1.567 -2.900 0.388 0.193 -1.161 -0.260 0.0390
C 2.260 0.413 2.161 -0.337 -0.422 0.307 -0.2697
C 1.646 2.677 0.822 -0.348 0.144 -0.272 -0.2490
C 3.416 0.796 -0.262 0.033 -0.230 -0.428 -0.2526
C -3.695 1.464 -1.054 0.131 -0.127 -0.065 -0.2293
C -2.782 2.185 1.464 0.063 -0.229 0.293 -0.2460
C -1.846 3.601 -0.750 0.050 0.021 -0.019 -0.2306
C 1.993 0.630 -3.624 -0.021 -0.374 0.062 -0.2311
C 1.385 3.197 -2.649 -0.143 0.038 0.298 -0.2256
C -0.656 1.798 -3.976 -0.149 0.078 -0.148 -0.2421
H 0.609 -4.685 -2.000 0.227 -0.333 1.137 0.0649
H 2.608 -3.514 -1.044 -0.441 0.059 0.136 0.0675
H 2.308 -0.676 2.253 0.067 0.102 0.132 0.0489
H 1.546 0.808 2.893 0.233 -0.202 -0.244 0.0224
H 3.248 0.840 2.389 -0.297 -0.130 -0.225 0.0709
H 0.872 2.860 1.578 0.135 0.023 -0.099 0.0445
H 1.413 3.276 -0.063 0.067 -0.076 0.219 0.0097
H 2.618 2.996 1.225 -0.294 -0.065 -0.085 0.0752
H 3.681 -0.259 -0.406 0.090 0.252 -0.063 0.0592
H 4.132 1.246 0.443 -0.259 -0.108 -0.300 0.0674
H 3.483 1.318 -1.223 0.059 -0.156 0.233 0.0191
H -4.350 2.302 -0.784 -0.170 -0.313 -0.289 0.0693
H -4.131 0.525 -0.684 0.041 0.264 0.041 0.0691
H -3.615 1.395 -2.147 0.023 0.153 0.214 0.0577
H -3.726 2.725 1.308 0.275 -0.048 0.246 0.0716
H -2.110 2.804 2.076 -0.142 -0.032 -0.262 0.0614
H -2.994 1.254 2.004 -0.051 0.161 -0.231 0.0454
H -2.766 4.133 -0.469 0.329 0.072 -0.224 0.0723
H -1.676 3.690 -1.832 -0.175 -0.055 0.355 0.0371
H -0.994 4.055 -0.224 -0.272 -0.162 -0.099 0.0526
H 1.941 0.882 -4.695 0.119 -0.056 0.363 0.0745
H 1.889 -0.461 -3.504 0.212 0.446 -0.160 0.0232
H 2.970 0.933 -3.215 -0.384 -0.140 -0.265 0.0504
H 1.559 3.528 -3.681 -0.047 -0.113 0.200 0.0820
H 2.344 3.197 -2.114 -0.319 0.019 -0.131 0.0526
H 0.683 3.890 -2.166 0.296 -0.091 -0.132 0.0406
H -0.174 1.731 -4.961 -0.291 0.180 0.137 0.0698
H -1.040 2.820 -3.817 0.033 -0.431 -0.248 0.0558
H -1.502 1.086 -3.968 0.377 0.322 0.086 0.0284
C -0.856 -2.688 -4.842 -0.032 -0.903 -1.065 -0.5182
C -1.871 -2.480 -5.811 0.015 0.340 0.411 -0.0591
C -1.914 -3.283 -6.959 -0.086 0.375 0.241 -0.0304
C -0.951 -4.276 -7.171 -0.122 0.122 0.466 -0.0069
C 0.051 -4.476 -6.217 0.210 0.034 0.196 -0.0314
C 0.112 -3.684 -5.072 0.134 0.276 0.171 -0.0913
S -0.630 -1.690 -3.412 -0.660 -0.860 -0.280 0.8234
H -1.122 -2.327 -2.210 0.088 -0.707 -1.811 -0.0763
H -2.585 -1.660 -5.662 0.151 -0.504 -0.144 0.1184
H -2.706 -3.124 -7.702 0.405 -0.006 0.419 0.1334
H -0.998 -4.894 -8.068 0.063 0.176 0.261 0.1344
H 0.816 -5.242 -6.351 -0.267 0.227 -0.074 0.1303
H 0.935 -3.771 -4.358 -0.244 -0.254 -0.285 0.1065
C -0.917 0.730 5.006 0.274 0.554 0.737 -0.0416
N -0.633 0.460 3.594 -1.432 -1.153 -1.056 -0.0229
C -0.672 -0.823 3.142 0.810 0.212 1.222 -0.7179
S -1.103 -1.261 1.521 -0.212 -0.064 -0.124 0.6326
N -0.308 -1.789 4.017 0.155 0.752 -1.588 0.0063
C 0.723 -1.571 5.044 0.049 -0.209 0.599 -0.0373
H -1.519 -0.050 5.495 0.202 0.126 -0.443 0.1134
H -1.469 1.667 5.095 0.119 -0.052 -0.141 0.1053
H 0.035 0.836 5.532 -0.370 0.129 0.149 0.0917
H -1.040 1.118 2.926 0.361 -0.333 0.409 0.0818
H -0.300 -2.710 3.605 -0.218 -0.115 0.069 0.1289
H 1.304 -2.498 5.142 -0.268 0.302 0.005 0.1149
H 1.401 -0.764 4.747 -0.157 -0.174 0.033 0.0845
H 0.258 -1.327 6.006 0.330 -0.211 -0.219 0.0964